Entry 1:
130
Properties=species:S:1:pos:R:3 method="wB97M-V/def2-TZVPD" homo_ev=-9.52 orbital_gap_ev=1.80 lumo_ev=-7.72 energy_ha=-3303.00773 charge=+1 spin_multiplicity=1 mol_weight_da=818.17
Be 0.50 1.69 -2.37
N 0.33 0.14 -0.38
S 0.97 -1.27 -0.19
O 0.23 -2.40 -0.77
O 1.98 -1.58 0.84
F 2.07 -1.08 -1.40
S -0.53 -0.10 1.17
O 0.15 0.60 2.25
O -1.35 -1.31 1.42
F -1.79 0.79 0.83
C 1.14 -1.02 -4.36
C -0.31 -0.95 -4.81
C -1.04 -2.14 -4.23
C -2.57 -2.07 -4.14
C -3.07 -0.86 -3.35
C -2.34 0.45 -3.84
N -0.88 0.30 -4.19
O -0.42 1.49 -4.92
C -3.22 0.92 -5.03
C -2.46 1.50 -2.69
C -0.40 -1.01 -6.34
H 1.40 -1.71 -3.55
H 1.69 -0.10 -4.19
H 1.63 -1.46 -5.23
H -0.55 -3.04 -4.61
H -0.74 -2.33 -3.20
H -3.05 -2.97 -3.74
H -2.85 -2.02 -5.20
H -2.85 -1.02 -2.29
H -4.15 -0.84 -3.53
H -3.04 1.99 -5.15
H -3.02 0.43 -5.98
H -4.30 0.83 -4.88
H -3.50 1.49 -2.36
H -1.86 1.06 -1.89
H -2.23 2.56 -2.70
H -0.53 -1.99 -6.80
H 0.54 -0.65 -6.76
H -1.17 -0.33 -6.72
H -0.77 1.34 -5.80
C 0.40 3.93 2.77
C 1.03 4.62 1.54
C 1.71 5.92 1.91
C 3.03 5.72 2.55
C 3.92 4.99 1.50
C 3.37 3.60 1.06
N 1.97 3.88 0.59
O 1.36 2.81 0.01
C 4.13 3.11 -0.13
C 3.65 2.58 2.20
C -0.20 5.01 0.56
H 1.14 3.49 3.43
H -0.42 3.29 2.42
H -0.11 4.67 3.38
H 1.68 6.69 1.14
H 1.00 6.41 2.58
H 2.96 5.18 3.50
H 3.41 6.71 2.78
H 4.97 5.04 1.77
H 3.83 5.61 0.60
H 4.03 3.96 -0.79
H 5.21 2.95 -0.02
H 3.66 2.25 -0.59
H 4.68 2.31 2.44
H 3.20 2.65 3.20
H 3.24 1.64 1.82
H -0.88 4.28 0.11
H 0.04 5.52 -0.36
H -1.08 5.52 0.97
H 1.35 2.12 0.67
C 3.49 -4.50 -3.86
C 2.84 -5.65 -3.09
C 3.55 -6.86 -3.63
C 4.88 -7.13 -2.95
C 4.81 -7.13 -1.42
C 4.10 -5.78 -0.89
N 2.80 -5.67 -1.62
O 1.89 -4.83 -1.05
C 3.93 -6.02 0.60
C 5.08 -4.64 -1.02
C 1.46 -5.86 -3.75
H 4.57 -4.57 -3.79
H 3.24 -3.60 -3.29
H 3.16 -4.51 -4.90
H 2.96 -7.76 -3.42
H 3.67 -6.82 -4.71
H 5.69 -6.57 -3.43
H 5.15 -8.16 -3.17
H 5.81 -7.37 -1.08
H 4.25 -7.99 -1.05
H 3.43 -5.28 1.22
H 3.33 -6.91 0.79
H 4.83 -6.17 1.20
H 5.49 -4.56 -2.02
H 4.50 -3.77 -0.72
H 5.92 -4.86 -0.36
H 1.43 -5.98 -4.84
H 1.06 -4.85 -3.62
H 0.83 -6.56 -3.22
H 1.09 -5.35 -0.95
C -6.28 4.13 4.89
C -4.96 3.34 4.70
C -3.96 3.88 5.80
C -2.75 3.05 5.92
C -3.12 1.57 6.23
C -4.22 0.88 5.29
N -5.28 1.89 4.97
O -6.41 1.32 4.23
C -3.52 0.41 4.06
C -4.89 -0.26 6.19
C -4.31 3.50 3.32
H -7.03 3.68 4.24
H -6.70 4.23 5.89
H -6.32 5.09 4.38
H -3.67 4.92 5.74
H -4.56 3.97 6.71
H -2.15 3.17 5.02
H -2.19 3.38 6.79
H -3.39 1.55 7.29
H -2.25 0.91 6.16
H -2.91 -0.48 4.25
H -3.02 1.14 3.44
H -4.31 0.09 3.37
H -5.64 -0.69 5.53
H -5.44 0.31 6.94
H -4.30 -1.01 6.72
H -4.45 4.40 2.72
H -3.24 3.27 3.32
H -4.68 2.68 2.71
H -7.21 1.55 4.71

Entry 2:
128
Properties=species:S:1:pos:R:3 method="wB97M-V/def2-TZVPD" homo_ev=-15.75 relative_energy_ev=0.009 orbital_gap_ev=8.58 lumo_ev=-7.17 energy_ha=-6731.50822 charge=+3 spin_multiplicity=1 mol_weight_da=1036.87
Ir -0.98 -0.19 -0.28
C -5.68 0.09 -1.88
N -4.95 1.31 -1.61
C -5.49 2.54 -2.21
C -3.78 1.39 -0.90
N -2.69 0.68 -1.23
C -2.74 0.02 -2.54
C -2.80 -1.47 -2.30
N -1.81 -1.86 -1.24
C -2.45 -2.69 -0.19
C -3.21 -1.78 0.75
N -2.37 -0.68 1.26
C -2.74 -0.19 2.45
N -1.91 0.55 3.24
C -2.45 1.64 4.05
C -0.65 0.03 3.78
N -3.99 -0.40 2.92
C -4.23 -0.63 4.35
C -5.21 -0.32 2.13
C -0.66 -2.53 -1.89
C 0.12 -1.53 -2.72
N 0.29 -0.23 -2.00
C 1.02 0.66 -2.69
N 0.92 2.00 -2.52
C -0.36 2.71 -2.58
C 2.06 2.86 -2.83
N 1.91 0.25 -3.63
C 2.03 0.95 -4.91
C 2.85 -0.84 -3.47
N -3.77 2.32 0.08
C -4.98 2.77 0.76
C -2.55 2.94 0.53
H -6.73 0.23 -1.62
H -5.63 -0.22 -2.93
H -5.31 -0.72 -1.25
H -6.36 2.27 -2.81
H -5.81 3.28 -1.48
H -4.75 3.00 -2.88
H -3.59 0.35 -3.15
H -1.84 0.27 -3.09
H -3.79 -1.76 -1.95
H -2.60 -2.05 -3.20
H -3.14 -3.41 -0.66
H -1.68 -3.27 0.31
H -4.06 -1.37 0.19
H -3.63 -2.37 1.57
H -3.43 1.94 3.68
H -2.55 1.36 5.11
H -1.77 2.49 3.99
H -0.07 -0.47 3.02
H -0.06 0.87 4.15
H -0.84 -0.65 4.61
H -3.29 -0.83 4.86
H -4.73 0.22 4.82
H -4.87 -1.50 4.46
H -5.00 0.11 1.15
H -5.69 -1.29 2.01
H -5.91 0.35 2.64
H -0.03 -2.95 -1.11
H -1.01 -3.36 -2.51
H 1.06 -2.01 -2.97
H -0.39 -1.34 -3.67
H -1.14 2.12 -2.11
H -0.27 3.65 -2.05
H -0.63 2.93 -3.61
H 2.99 2.30 -2.76
H 1.99 3.31 -3.82
H 2.09 3.68 -2.10
H 1.21 1.65 -5.04
H 2.98 1.48 -4.99
H 1.98 0.21 -5.71
H 2.90 -1.16 -2.44
H 2.62 -1.69 -4.11
H 3.84 -0.48 -3.75
H -5.84 2.19 0.45
H -4.83 2.66 1.84
H -5.16 3.83 0.55
H -2.16 2.46 1.43
H -1.83 2.86 -0.27
H -2.75 3.99 0.74
C 4.37 -4.28 -2.51
C 4.13 -4.32 -1.01
N 4.82 -3.26 -0.29
C 6.29 -3.25 -0.33
C 6.88 -2.15 -1.20
C 4.23 -2.33 0.47
O 4.82 -1.47 1.10
C 2.73 -2.39 0.74
C 2.36 -3.16 1.84
C 1.05 -3.11 2.27
C 0.17 -2.25 1.64
N 0.52 -1.47 0.60
C 1.78 -1.58 0.15
H 3.82 -5.08 -3.01
H 5.43 -4.43 -2.73
H 4.09 -3.32 -2.94
H 4.48 -5.28 -0.63
H 3.06 -4.27 -0.77
H 6.60 -4.23 -0.69
H 6.65 -3.15 0.70
H 6.49 -2.21 -2.22
H 7.96 -2.26 -1.25
H 6.65 -1.17 -0.79
H 3.09 -3.78 2.34
H 0.70 -3.71 3.10
H -0.83 -2.13 2.01
H 2.01 -0.99 -0.72
C 3.08 0.38 3.94
Ge 3.24 1.92 2.75
C 2.35 3.47 3.54
C 5.07 2.32 2.26
C 2.36 1.42 1.00
Se 0.42 1.63 1.03
C 0.58 3.53 0.59
H 3.16 0.71 4.97
H 3.87 -0.33 3.73
H 2.13 -0.14 3.82
H 2.74 3.61 4.55
H 1.27 3.34 3.62
H 2.56 4.39 2.98
H 5.67 2.49 3.16
H 5.13 3.22 1.65
H 5.52 1.49 1.72
H 2.61 0.38 0.81
H 2.75 2.01 0.18
H 0.88 4.00 1.52
H -0.34 3.97 0.25
H 1.36 3.65 -0.15

Entry 3:
131
Properties=species:S:1:pos:R:3 method="wB97M-V/def2-TZVPD" homo_ev=-5.67 relative_energy_ev=0.000 orbital_gap_ev=7.83 lumo_ev=2.17 energy_ha=-3592.43000 charge=-1 spin_multiplicity=1 mol_weight_da=835.98
O -0.64 -0.56 -0.33
V 0.88 -0.28 -0.29
O 1.54 -0.43 -1.74
N 1.35 0.58 2.88
O 1.52 -0.05 1.77
O 0.19 0.76 3.29
O 2.32 1.00 3.47
N 1.16 2.90 0.35
O 1.78 3.72 -0.32
O 0.76 1.81 -0.25
O 0.87 3.06 1.52
C -2.68 -0.23 5.11
C -3.12 -1.63 4.68
C -4.64 -1.56 4.51
C -5.23 -2.73 3.78
C -4.58 -2.86 2.41
C -3.06 -2.96 2.48
N -2.54 -1.96 3.40
O -1.13 -1.99 3.42
C -2.67 -4.40 2.87
C -2.52 -2.70 1.09
C -2.82 -2.65 5.81
H -2.57 0.40 4.21
H -1.67 -0.22 5.51
H -3.44 0.31 5.66
H -5.14 -1.30 5.45
H -4.88 -0.65 3.94
H -6.32 -2.66 3.73
H -5.06 -3.69 4.28
H -4.87 -2.06 1.72
H -5.00 -3.78 1.97
H -1.66 -4.42 3.31
H -3.35 -4.81 3.61
H -2.55 -5.03 1.98
H -1.45 -2.88 1.03
H -3.03 -3.36 0.38
H -2.65 -1.68 0.74
H -3.53 -2.62 6.63
H -1.80 -2.45 6.16
H -2.78 -3.67 5.42
H -0.85 -1.06 3.27
C 6.53 2.81 -5.79
C 5.60 2.02 -4.88
C 5.25 2.89 -3.69
C 4.02 2.46 -2.92
C 2.80 2.39 -3.84
C 3.05 1.51 -5.08
N 4.37 1.80 -5.65
O 4.61 1.02 -6.82
C 2.98 0.03 -4.65
C 1.94 1.80 -6.06
C 6.30 0.74 -4.41
H 6.87 2.24 -6.66
H 7.34 3.22 -5.18
H 6.00 3.66 -6.22
H 6.12 2.91 -3.01
H 5.23 3.95 -3.97
H 3.88 3.17 -2.11
H 4.15 1.51 -2.40
H 2.51 3.41 -4.08
H 2.07 1.83 -3.26
H 3.27 -0.65 -5.45
H 3.66 -0.21 -3.83
H 2.00 -0.29 -4.27
H 0.99 1.37 -5.73
H 1.81 2.87 -6.21
H 2.11 1.29 -7.02
H 7.28 1.00 -4.00
H 6.47 0.01 -5.21
H 5.74 0.19 -3.65
H 4.95 0.17 -6.51
C -2.86 6.20 2.76
C -3.91 5.14 2.41
C -4.48 5.55 1.05
C -5.42 4.50 0.51
C -4.60 3.24 0.27
C -3.89 2.75 1.55
N -3.25 3.86 2.26
O -2.68 3.41 3.48
C -4.93 1.96 2.36
C -2.75 1.84 1.06
C -5.01 5.20 3.48
H -2.09 6.27 1.98
H -2.35 5.92 3.68
H -3.34 7.18 2.79
H -4.99 6.52 1.16
H -3.69 5.77 0.33
H -5.97 4.79 -0.39
H -6.23 4.34 1.22
H -3.85 3.43 -0.51
H -5.25 2.44 -0.08
H -4.90 0.92 2.04
H -4.67 1.90 3.43
H -5.93 2.38 2.28
H -2.02 1.62 1.85
H -3.04 0.90 0.58
H -2.15 2.44 0.37
H -4.71 4.77 4.44
H -5.90 4.65 3.17
H -5.33 6.23 3.64
H -3.40 3.41 4.14
C 0.07 -3.60 -1.78
C 1.48 -4.10 -1.50
C 2.15 -4.26 -2.86
C 3.67 -4.42 -2.73
C 4.32 -3.30 -1.94
C 3.62 -3.00 -0.60
N 2.17 -3.03 -0.82
O 1.46 -2.48 0.30
C 4.08 -4.10 0.40
C 4.07 -1.64 -0.11
C 1.35 -5.45 -0.79
H -0.55 -3.74 -0.89
H 0.02 -2.55 -2.04
H -0.44 -4.24 -2.51
H 1.82 -5.22 -3.27
H 1.85 -3.48 -3.57
H 3.90 -5.40 -2.32
H 4.09 -4.39 -3.75
H 4.29 -2.37 -2.52
H 5.35 -3.57 -1.69
H 3.34 -4.25 1.19
H 5.01 -3.77 0.88
H 4.21 -5.07 -0.06
H 3.50 -1.28 0.75
H 3.95 -0.88 -0.89
H 5.11 -1.67 0.20
H 0.71 -6.16 -1.31
H 2.31 -5.98 -0.71
H 1.00 -5.31 0.23
H 1.63 -3.12 1.00